{
  "formula": "C20H25N3O4S",
  "method": "ωB97M-V/def2-TZVPD",
  "species": ["S", "O", "O", "O", "O", "N", "N", "N", "C", "C", "C", "C", "C", "C", "C", "C", "C", "C", "C", "C", "C", "C", "C", "C", "C", "C", "C", "C", "H", "H", "H", "H", "H", "H", "H", "H", "H", "H", "H", "H", "H", "H", "H", "H", "H", "H", "H", "H", "H", "H", "H", "H", "H"],
  "xyz": [[-1.845592, 1.816978, 0.086766], [-2.488946, 2.190304, -1.137372], [-1.155709, 2.826018, 0.837833], [2.204535, -2.311147, -1.007055], [3.692582, -2.056160, 2.152321], [-2.936395, 1.152926, 1.175288], [4.273915, -0.737635, 0.427812], [4.153495, 1.987992, -0.336224], [-7.440548, -1.902526, -0.493749], [-6.314152, -0.313198, 1.097232], [0.859473, -1.111221, 0.636849], [-4.048388, 0.420450, 0.762235], [3.986565, 1.590618, 1.050910], [-3.974602, -0.377057, -0.374249], [4.766050, 0.303519, 1.308811], [-0.408310, 0.114649, -1.520223], [3.522827, 3.263704, -0.604718], [-5.069857, -1.121400, -0.768115], [0.549766, -0.850347, -1.746453], [-0.713825, 0.476686, -0.220206], [-0.099698, -0.136710, 0.851883], [-5.229786, 0.445168, 1.496217], [-6.254756, -1.104682, -0.041935], [3.644455, 0.950027, -1.213694], [4.392721, -0.362216, -0.961524], [3.035889, -2.842627, 0.006126], [3.695680, -1.828189, 0.954196], [1.213827, -1.448801, -0.668985], [3.808230, 1.259698, -2.248444], [-8.127842, -2.078354, 0.330025], [1.332848, -1.580161, 1.483459], [4.378645, 2.385120, 1.688674], [-7.128155, -2.860520, -0.903647], [2.436638, 3.245596, -0.428480], [-7.977598, -1.363556, -1.274803], [3.969116, 4.019841, 0.038704], [2.561009, 0.794019, -1.065729], [4.011775, -1.142955, -1.615812], [-5.001079, -1.731228, -1.657306], [2.921755, 1.432784, 1.302543], [-0.917068, 0.610227, -2.332040], [-0.365982, 0.162855, 1.852621], [-5.294344, 1.060049, 2.382688], [0.826964, -1.142725, -2.746706], [4.639477, -0.032488, 2.338257], [-7.223746, -0.281967, 1.679685], [3.812559, -3.399997, -0.526594], [-3.079130, 1.747694, 1.976851], [3.705225, 3.537692, -1.642580], [2.478803, -3.543939, 0.639738], [5.827389, 0.470803, 1.102209], [5.456386, -0.202861, -1.174917], [-3.063116, -0.400750, -0.948376]],
  "forces_ev_per_a": [[-0.01, 0.13, 0.38], [0.05, -0.40, 0.00], [-0.02, -0.17, 0.24], [-0.15, 0.05, -0.15], [-0.12, -0.24, 0.19], [0.78, 0.57, -0.22], [0.14, 0.26, 0.02], [0.01, -0.04, 0.01], [0.00, 0.08, -0.06], [0.06, -0.06, -0.11], [0.11, -0.15, -0.04], [-0.55, -0.53, -0.37], [0.28, -0.12, 0.00], [-0.11, 0.00, 0.05], [-0.16, 0.23, 0.44], [-0.01, 0.02, -0.08], [0.03, -0.05, 0.00], [-0.02, 0.06, 0.11], [0.15, -0.16, 0.18], [-0.43, 0.43, 0.07], [0.05, -0.01, -0.02], [0.29, 0.12, 0.00], [0.00, -0.02, 0.04], [0.16, -0.13, -0.05], [-0.13, 0.12, -0.49], [0.05, -0.23, 0.28], [-0.04, -0.27, -0.15], [-0.33, 0.25, -0.13], [-0.05, -0.02, -0.01], [-0.08, -0.06, 0.02], [0.06, -0.06, 0.11], [-0.04, -0.01, 0.03], [-0.05, -0.09, -0.02], [-0.04, 0.01, 0.00], [-0.10, -0.04, -0.05], [-0.03, 0.09, 0.00], [0.09, 0.03, -0.02], [0.07, 0.05, 0.06], [0.02, -0.07, -0.10], [0.04, 0.01, 0.02], [-0.03, 0.00, -0.16], [0.02, -0.05, 0.18], [-0.02, 0.08, 0.10], [0.03, -0.02, -0.13], [0.07, 0.05, -0.14], [-0.08, -0.01, 0.06], [-0.10, 0.06, 0.09], [0.18, 0.19, 0.02], [-0.03, 0.08, -0.04], [0.12, 0.18, -0.06], [-0.03, 0.00, 0.04], [-0.08, -0.03, -0.04], [0.01, -0.11, -0.11]],
  "lowdin_charge": [0.658, -0.273, -0.290, -0.050, 0.050, -0.060, -0.035, -0.225, -0.056, -0.046, 0.016, -0.296, -0.172, -0.021, -0.108, -0.056, -0.092, -0.032, 0.006, -0.303, -0.037, -0.023, -0.288, -0.167, -0.109, -0.075, -0.461, -0.267, 0.128, 0.074, 0.114, 0.124, 0.076, 0.090, 0.083, 0.085, 0.114, 0.120, 0.115, 0.130, 0.119, 0.123, 0.110, 0.126, 0.123, 0.111, 0.143, 0.119, 0.084, 0.141, 0.133, 0.133, 0.092],
  "relative_energy_kj_mol": 288.2,
  "total_energy_ev": -44641.079,
  "gap_ev": 9.07,
  "lumo_energy_ev": 0.655
}